A cluster of 2 separate species, C15H14FNO5 in total, computed with wB97M-V/def2-TZVPD.

Values from the calculation:
Orbital gap, hartree: 0.3148
LUMO, eV: -1.036
Highest occupied orbital energy, Ha: -0.3529
ΔE to the lowest compared entry with this formula, charge and spin, kJ/mol: 0.00
SMILES: O=C(O)Cc1cc2c(cc1F)C(=O)C=CC2=O.CNC(C)=O

XYZ file:
```
36
Properties=species:S:1:pos:R:3:forces:R:3:lowdin_charge:R:1
O 3.9454 1.7541 2.2964 0.0 -0.1 0.2 0.147
C 4.0509 1.3658 1.1738 0.2 0.2 -0.1 -0.504
O 5.1989 1.5525 0.4367 -0.2 -0.7 -0.2 0.076
C 2.9634 0.6260 0.4287 -0.1 0.3 -0.2 -0.028
C 1.6685 1.3890 0.3615 -0.2 -0.1 0.1 -0.113
C 0.4716 0.7939 0.7385 -0.1 0.2 0.2 0.059
C -0.7325 1.4740 0.6122 0.2 0.1 -0.1 -0.086
C -0.7509 2.7865 0.1297 0.1 -0.3 0.0 -0.088
C 0.4350 3.4085 -0.2241 0.0 0.1 0.1 0.087
C 1.6103 2.6944 -0.1091 -0.1 -0.1 0.1 -0.197
F 2.7563 3.2886 -0.4747 0.1 0.0 0.0 0.103
C -2.0643 3.4703 -0.0023 -0.1 0.1 0.1 -0.336
O -2.2071 4.6675 0.0880 0.1 0.0 -0.3 0.124
C -3.2246 2.5643 -0.2312 -0.1 -0.3 -0.1 0.028
C -3.2073 1.3098 0.2169 0.1 0.2 -0.2 0.024
C -2.0171 0.8129 0.9628 0.0 0.1 0.1 -0.348
O -2.1047 -0.0592 1.7976 0.0 -0.2 -0.2 0.115
H 5.9240 1.1162 0.9011 0.2 0.5 0.2 0.119
H 3.3065 0.3730 -0.5720 0.0 0.0 0.0 0.136
H 2.7800 -0.3001 0.9721 0.0 -0.1 0.0 0.134
H 0.4734 -0.2174 1.1165 0.0 0.0 0.0 0.113
H 0.4502 4.4258 -0.5890 0.0 0.0 0.0 0.139
H -4.0670 2.9769 -0.7705 -0.1 0.1 0.2 0.122
H -4.0380 0.6315 0.0739 -0.1 0.0 0.2 0.119
C 0.2289 -4.4521 -0.3975 0.0 0.0 0.0 -0.007
C -0.0815 -2.9784 -0.5077 0.0 0.0 0.1 -0.535
O 0.7506 -2.1211 -0.2494 0.1 -0.1 0.0 0.026
N -1.3305 -2.6291 -0.9034 0.0 -0.1 -0.1 0.018
C -2.4446 -3.4938 -1.2386 0.0 0.2 0.0 -0.071
H 1.2583 -4.5584 -0.0710 0.0 0.0 0.0 0.082
H -0.4257 -4.9329 0.3299 0.0 0.0 0.0 0.086
H 0.1090 -4.9478 -1.3614 0.0 0.0 0.0 0.085
H -1.4716 -1.6326 -0.9554 0.0 0.0 0.0 0.132
H -2.7663 -3.3219 -2.2670 0.0 -0.1 0.0 0.084
H -3.2886 -3.3014 -0.5745 0.0 -0.1 0.0 0.085
H -2.1588 -4.5350 -1.1375 0.0 0.0 0.0 0.071
```
Forces are in eV/Å.

***

A structure of composition C15H14InO8, computed with wB97M-V/def2-TZVPD.

Values from the calculation:
Orbital gap, hartree: 0.1771
Charge: -1
LUMO, eV: 0.439
Highest occupied orbital energy, Ha: -0.1610

XYZ file:
```
38
Properties=species:S:1:pos:R:3:forces:R:3:lowdin_charge:R:1
C -2.4326 0.7815 -1.1395 -0.2 -0.3 0.3 0.031
C -1.5763 0.0875 -0.6445 0.2 0.1 -0.4 -0.328
C -0.5131 -0.7075 -0.0997 -0.1 0.0 0.1 -0.379
In -0.0778 -0.0336 2.0084 0.0 0.3 0.2 0.209
H -3.3343 1.2786 -1.3764 -0.1 0.3 -0.2 -0.009
H 0.3808 -0.6139 -0.7130 0.1 0.1 0.0 0.025
H -0.8109 -1.7542 -0.1214 0.0 -0.2 0.1 0.024
H 0.2747 1.7108 1.9318 0.0 -0.1 -0.1 -0.159
H 1.3372 -0.8718 2.6795 0.0 -0.1 0.0 -0.161
H -1.5492 -0.2807 2.9701 0.1 -0.1 0.0 -0.161
C -3.3448 6.2418 -4.5217 0.0 0.1 -0.1 0.064
C -3.6703 5.8225 -3.2911 0.0 0.0 0.0 -0.238
C -3.0127 4.6225 -2.6463 0.3 -0.2 -0.2 -0.306
O -3.3779 4.3486 -1.5216 -0.2 0.1 0.1 0.117
C -2.0104 3.8892 -3.3941 0.1 -0.1 0.1 0.086
C -1.6867 4.3108 -4.6235 0.0 0.0 0.0 -0.236
C -2.3298 5.5196 -5.2594 -0.2 0.1 0.1 -0.318
O -1.9512 5.8213 -6.3794 0.0 0.0 0.0 0.088
O -0.7854 3.7242 -5.4002 0.1 -0.1 0.0 0.112
O -4.5762 6.3990 -2.5200 -0.1 0.1 0.0 0.112
H -3.8059 7.0999 -4.9897 0.0 0.0 0.0 0.130
H -1.5601 3.0228 -2.9243 0.0 0.0 0.0 0.129
H -0.7591 4.2489 -6.2229 0.0 0.1 0.0 0.113
H -4.5808 5.8785 -1.6895 0.0 -0.1 0.0 0.120
C 3.7177 -3.8979 2.7602 0.0 0.1 -0.1 0.084
C 4.6061 -4.6023 3.4696 0.0 0.0 0.0 -0.241
C 4.2140 -5.7962 4.3047 -0.2 -0.1 0.0 -0.322
O 5.1160 -6.3705 4.8959 0.1 0.0 0.0 0.080
C 2.8228 -6.1816 4.3634 0.1 -0.1 0.1 0.063
C 1.9248 -5.4741 3.6595 0.0 0.0 0.1 -0.234
C 2.3207 -4.2982 2.7937 0.3 0.2 0.0 -0.311
O 1.4293 -3.7559 2.1807 -0.1 -0.1 -0.2 0.095
O 0.6300 -5.7234 3.6378 -0.1 -0.1 0.1 0.120
O 5.9083 -4.3351 3.5158 0.1 0.1 -0.1 0.100
H 3.9832 -3.0360 2.1648 0.0 0.0 0.0 0.139
H 2.5500 -7.0271 4.9788 0.0 0.0 0.0 0.129
H 0.2372 -5.0358 3.0580 0.0 0.1 0.0 0.126
H 6.2927 -5.0122 4.1055 0.0 -0.1 0.0 0.110
```
Forces are in eV/Å.

***

The ion C15H14N with charge +1, computed with wB97M-V/def2-TZVPD.

Values from the calculation:
Orbital gap, hartree: 0.3063
Charge: +1
LUMO, eV: -4.166
Highest occupied orbital energy, Ha: -0.4594
SMILES: CC#[N+]C(c1ccccc1)c1ccccc1

XYZ file:
```
30
Properties=species:S:1:pos:R:3:forces:R:3:lowdin_charge:R:1
C -3.8304 0.8953 0.7447 -1.3 0.1 -0.1 0.005
C -2.4130 0.9381 0.8296 3.5 0.6 0.6 -0.008
N -1.2540 1.0336 0.9494 -1.8 -1.4 -1.4 0.299
H -4.2837 1.8929 0.7159 0.4 0.0 0.0 0.120
H -4.1220 0.3746 -0.1653 0.1 -0.1 -0.1 0.114
H -4.2669 0.3656 1.5908 0.2 -0.1 0.1 0.115
C 0.3547 0.5429 0.5708 1.7 0.5 0.4 -0.056
C 0.5801 -0.8919 1.0221 -0.1 0.2 0.4 -0.192
C 1.0389 -1.1039 2.3389 -0.5 -0.1 0.2 -0.022
C 0.9707 -2.3711 2.9374 0.5 0.5 -0.3 -0.056
C 0.5708 -3.4699 2.1842 -0.5 0.0 0.5 -0.063
C 0.2700 -3.2952 0.8420 0.4 0.2 -0.3 -0.059
C 0.3520 -2.0322 0.2514 -0.5 -0.3 -0.3 -0.026
C 0.7521 1.0466 -0.8113 0.0 0.4 0.0 -0.183
C 1.4163 2.2954 -0.9162 -0.7 -0.3 0.3 -0.024
C 1.5494 2.9314 -2.1469 0.8 0.5 0.1 -0.064
C 1.1791 2.2926 -3.3255 -0.6 0.0 0.5 -0.058
C 0.6703 1.0023 -3.2368 0.2 -0.4 -0.4 -0.061
C 0.5045 0.3681 -2.0089 -0.3 0.1 0.1 -0.031
H 0.8304 1.2063 1.3131 -0.2 -0.4 -0.4 0.126
H 1.4722 -0.2724 2.8983 -0.5 -0.1 0.0 0.120
H 1.2605 -2.4894 3.9822 0.0 0.0 -0.3 0.116
H 0.4501 -4.4472 2.6655 0.2 0.4 -0.3 0.121
H -0.0070 -4.1487 0.2345 0.1 0.1 0.0 0.113
H 0.2700 -1.9617 -0.8288 -0.5 -0.1 0.4 0.090
H 1.8383 2.7490 -0.0204 -0.4 0.2 -0.1 0.119
H 1.9926 3.9430 -2.1887 -0.2 -0.7 0.1 0.123
H 1.2350 2.8124 -4.2776 0.1 -0.2 0.1 0.117
H 0.4145 0.4633 -4.1516 0.1 0.1 0.3 0.117
H 0.2043 -0.6697 -1.9926 -0.4 0.3 -0.2 0.086
```
Forces are in eV/Å.

***

A structure of composition C15H14N3O4Ti, computed with wB97M-V/def2-TZVPD.

Values from the calculation:
⟨S²⟩: 0.75
Orbital gap (spin up / spin down), hartree: 0.3039 / 0.3469
LUMO (spin up / spin down), eV: -0.458 / -0.261
Highest occupied orbital energy (spin up / spin down), Ha: -0.3207 / -0.3565
Spin multiplicity: 2
ΔE to the lowest compared entry with this formula, charge and spin, kJ/mol: 0.00

XYZ file:
```
37
Properties=species:S:1:pos:R:3:forces:R:3:mulliken_spin:R:1
Ti 0.1006 1.6967 1.8017 -0.2 0.0 0.1 0.994
O 2.7316 -0.7601 3.3043 0.0 0.0 0.0 0.005
C 1.8594 -0.2363 2.6676 0.1 0.0 0.0 -0.001
O 1.8343 1.0242 2.2771 0.0 0.0 0.0 -0.003
C 0.5444 -0.9890 2.2621 -0.1 -0.1 0.0 0.003
O 0.3589 -2.1414 2.5276 0.0 0.0 0.0 0.003
O -0.3107 -0.1719 1.6696 0.1 0.1 0.0 -0.005
N -0.5152 2.0665 3.8006 0.1 0.1 -0.1 0.003
C -0.1401 1.3643 4.6571 -0.1 0.0 0.0 0.018
N 0.2709 0.5838 5.5938 0.0 0.0 0.0 -0.002
C 1.6469 0.7468 6.1422 0.0 0.0 0.0 0.004
C 1.9164 -0.3809 7.1238 0.0 0.0 0.0 0.000
C 1.6479 -1.7314 6.4660 0.0 0.0 0.0 0.000
C 0.1891 -1.8591 5.9735 0.0 0.0 0.0 0.000
C -0.5727 -0.5417 6.0620 0.0 0.0 0.0 0.005
H 1.7202 1.7261 6.6158 0.0 0.0 0.0 0.000
H 2.3480 0.6901 5.3075 0.0 0.0 0.0 -0.001
H 1.3091 -0.2496 8.0235 0.0 0.0 0.0 0.000
H 2.9582 -0.3052 7.4360 0.0 0.0 0.0 0.000
H 1.8831 -2.5359 7.1620 0.0 0.0 0.0 0.000
H 2.3196 -1.8368 5.6133 0.0 0.0 0.0 0.000
H -0.3624 -2.5856 6.5728 0.0 0.0 0.0 0.000
H 0.1761 -2.2159 4.9447 0.0 0.0 0.0 0.000
H -0.8782 -0.3194 7.0854 0.0 0.0 0.0 0.000
H -1.4682 -0.5572 5.4430 0.0 0.0 0.0 0.000
N -0.6627 6.9439 -3.5211 0.0 0.0 0.0 0.000
C -0.5659 6.1369 -2.7089 0.0 0.0 0.0 0.000
C -0.4453 5.1278 -1.6892 0.0 0.0 0.0 0.000
C 0.6652 5.1204 -0.8507 0.0 0.0 0.1 0.004
C 0.7676 4.1448 0.1301 0.0 0.0 -0.1 0.016
C -0.2119 3.1553 0.2985 0.0 0.0 0.0 -0.066
C -1.3123 3.1948 -0.5686 0.0 0.0 0.0 0.012
C -1.4389 4.1629 -1.5497 0.0 0.0 0.0 0.003
H 1.4345 5.8709 -0.9745 0.0 0.0 0.0 0.000
H 1.6490 4.1586 0.7668 0.0 0.0 0.0 0.005
H -2.0979 2.4496 -0.4888 0.0 0.0 0.0 0.002
H -2.2947 4.1780 -2.2114 0.0 0.0 0.0 0.000
```
Forces are in eV/Å.

***

A structure of composition C15H14N4O2RhS, computed with wB97M-V/def2-TZVPD.

Values from the calculation:
Orbital gap (spin up / spin down), hartree: 0.2185 / 0.2185
Charge: +1
LUMO (spin up / spin down), eV: -5.207 / -5.207
Highest occupied orbital energy (spin up / spin down), Ha: -0.4098 / -0.4098

XYZ file:
```
37
Properties=species:S:1:pos:R:3:forces:R:3:lowdin_charge:R:1
Rh 0.4892 -0.5295 1.1115 -0.2 -0.2 0.4 1.002
O -0.6104 -0.8803 2.7021 0.2 -0.2 0.2 -0.225
C -1.8853 -0.6160 2.7975 -0.2 0.1 -0.1 -0.315
C -2.5044 -0.7813 4.0556 0.0 0.1 -0.1 -0.002
C -3.8458 -0.5652 4.2014 -0.1 0.0 0.0 -0.042
C -4.6519 -0.1699 3.1131 0.0 0.0 0.1 -0.064
C -4.0827 -0.0055 1.8886 0.1 0.0 0.0 -0.028
C -2.6894 -0.2148 1.6890 0.0 -0.1 0.2 -0.132
C -2.1993 -0.0309 0.3796 0.2 0.1 -0.2 -0.009
N -0.9547 -0.1222 -0.0226 -0.4 0.1 -0.2 -0.161
N -0.6700 0.1780 -1.3338 0.2 -0.1 0.0 0.106
C 0.5928 -0.0487 -1.5787 -0.1 0.0 0.1 -0.414
O 1.4059 -0.4976 -0.6576 0.2 0.2 0.1 -0.184
C 1.1363 0.2111 -2.9237 0.0 0.0 0.0 -0.161
C 2.4010 -0.2655 -3.2586 0.0 0.0 0.0 -0.029
C 2.9178 -0.0243 -4.5209 0.0 0.0 0.0 -0.068
C 2.1775 0.6976 -5.4468 0.0 0.0 0.0 -0.067
C 0.9161 1.1736 -5.1138 0.0 0.0 0.0 -0.064
C 0.3914 0.9303 -3.8561 0.0 0.0 0.0 -0.023
H -1.8866 -1.0920 4.8865 0.0 0.0 0.0 0.122
H -4.3020 -0.7046 5.1730 0.0 0.0 0.0 0.118
H -5.7099 -0.0049 3.2567 0.0 0.0 0.0 0.113
H -4.6829 0.2900 1.0372 0.0 0.0 0.0 0.121
H -2.8943 0.2099 -0.4191 0.0 0.0 0.0 0.148
H 2.9649 -0.8359 -2.5332 0.0 0.0 0.0 0.109
H 3.8954 -0.4039 -4.7859 0.0 0.0 0.0 0.108
H 2.5834 0.8883 -6.4313 0.0 0.0 0.0 0.110
H 0.3406 1.7353 -5.8371 0.0 0.0 0.0 0.110
H -0.5904 1.2946 -3.5883 0.0 0.0 0.0 0.111
N 3.5951 0.4689 1.2904 0.0 0.0 0.2 0.163
C 2.4947 0.3428 2.0058 0.4 0.4 0.0 -0.881
N 2.2642 -0.7819 2.7249 -0.5 -0.2 -0.4 0.107
S 1.2202 1.5063 1.9722 -0.1 -0.3 -0.4 0.807
H 4.2921 -0.2586 1.2361 0.0 0.0 0.0 0.139
H 3.6362 1.2122 0.6104 0.0 0.0 0.0 0.128
H 2.9310 -1.5413 2.7652 0.0 0.0 0.0 0.143
H 1.5141 -0.7642 3.4109 0.1 0.0 0.2 0.104
```
Forces are in eV/Å.

***

An isolated molecule of C15H14N4O3S2, computed with wB97M-V/def2-TZVPD.

Values from the calculation:
Orbital gap, hartree: 0.3302
LUMO, eV: 0.419
Highest occupied orbital energy, Ha: -0.3148
SMILES: Cc1cnc(NC(=O)CSc2nnc(COc3ccccc3)o2)s1

XYZ file:
```
38
Properties=species:S:1:pos:R:3:forces:R:3:lowdin_charge:R:1
C 2.0732 1.7469 2.0796 0.2 -0.1 0.0 -0.090
C 1.2125 1.6774 0.8749 -0.2 0.0 -0.2 -0.549
C -0.0833 2.0527 0.7302 0.8 -0.1 0.4 -0.164
N -0.6222 1.8829 -0.5026 -0.5 -0.1 -0.8 0.049
C 0.2228 1.3769 -1.3297 0.8 0.1 0.7 -0.609
N -0.0207 1.0746 -2.6443 0.5 -0.3 -0.5 0.105
C -1.0940 1.4201 -3.4365 0.0 0.2 0.0 -0.527
O -1.2323 0.9051 -4.5179 -0.1 0.0 -0.2 0.094
C -1.9844 2.5214 -2.9151 -0.4 0.1 0.4 -0.342
H -2.3403 3.1054 -3.7640 0.1 -0.1 0.0 0.088
H -1.4669 3.1490 -2.1923 0.0 0.0 -0.2 0.068
S -3.5372 1.9564 -2.1077 0.1 0.1 -0.4 1.020
C -2.9855 0.6406 -1.1352 -0.1 -0.1 0.3 -0.705
N -3.3280 0.3656 0.0842 -0.5 1.3 -0.6 0.057
N -2.7203 -0.7904 0.4008 0.6 -1.4 0.1 0.101
C -2.0485 -1.1759 -0.6334 -0.1 0.0 0.4 -0.309
O -2.1886 -0.3148 -1.6660 -0.2 -0.2 0.1 0.065
C -1.1922 -2.3874 -0.7860 -0.2 0.0 -0.1 -0.094
O 0.1849 -2.0975 -0.7098 0.4 0.1 0.0 -0.044
C 0.7706 -1.9816 0.5281 0.2 -0.1 0.1 -0.284
C 0.0784 -1.8222 1.7206 -0.2 -0.1 -0.3 -0.012
C 0.7869 -1.7230 2.9079 0.2 0.0 0.1 -0.076
C 2.1687 -1.7766 2.9176 0.0 0.0 0.2 -0.118
C 2.8560 -1.9212 1.7214 0.0 0.0 -0.1 -0.095
C 2.1639 -2.0236 0.5321 -0.2 -0.1 -0.1 -0.051
H 2.6799 -2.1406 -0.4078 0.1 0.0 -0.1 0.115
H 3.9352 -1.9584 1.7151 0.1 0.0 0.0 0.107
H 2.7095 -1.7031 3.8492 0.0 0.0 0.1 0.103
H 0.2435 -1.5995 3.8323 -0.1 0.0 0.1 0.108
H -0.9981 -1.7575 1.7357 -0.1 0.0 0.0 0.092
H -1.4884 -3.1263 -0.0337 0.0 0.1 -0.1 0.143
H -1.3425 -2.7946 -1.7909 0.0 0.0 0.2 0.145
H 0.6127 0.4080 -3.0718 -0.2 0.1 0.0 0.155
S 1.8111 1.0650 -0.6433 -0.7 0.4 0.0 1.116
H -0.7113 2.4546 1.5032 0.0 0.1 0.3 0.121
H 2.4415 0.7555 2.3413 0.0 0.0 0.1 0.052
H 2.9327 2.3923 1.9000 0.0 0.1 0.1 0.079
H 1.5004 2.1437 2.9139 0.0 0.0 0.1 0.087
```
Forces are in eV/Å.

***

Quick rundown of M, same order as above: 307.3; 437.1; 208.3; 348.2; 417.3; 362.4 g mol⁻¹
Quick rundown of E_tot, same order as above: -1110.8322; -1371.9261; -634.4384; -1894.7499; -1458.0270; -1821.1097 Ha